{"formula": "C7H10", "method": "ωB97M-V with the def2-TZVPD basis set", "energy_ev": -7418.998, "gap_ev": 10.0, "smiles": "C=C[C@H]1C=C(C)C1", "e_homo_ev": -8.92, "species": ["C", "C", "C", "C", "C", "C", "C", "H", "H", "H", "H", "H", "H", "H", "H", "H", "H"], "positions_angstrom": [[-0.20317, 1.53715, 1.64002], [-1.18016, 1.46968, 0.73974], [-1.11747, 0.59681, -0.49461], [0.26407, 0.52209, -1.11032], [0.50637, -0.72134, -0.68917], [1.72728, -1.57706, -0.62703], [-0.89287, -0.91739, -0.13018], [-0.32013, 2.10717, 2.55488], [0.74035, 1.01100, 1.49858], [-2.09811, 2.02760, 0.91297], [-1.95735, 0.79693, -1.16997], [0.87746, 1.28179, -1.59093], [1.77853, -2.07838, 0.34696], [1.74043, -2.35069, -1.40312], [2.62415, -0.95933, -0.74192], [-0.96666, -1.11992, 0.94412], [-1.52271, -1.62611, -0.68001]]}